Record 1
C33H23ClGdN8O4 as an isolated structure at a distorted geometry. Source: the Open Molecules 2025 dataset; level of theory: ωB97M-V/def2-TZVPD.

XYZ file:
```
70
Properties=species:S:1:pos:R:3
Gd -0.328 0.819 -0.433
C -2.961 -1.208 -3.645
C -1.973 -0.468 -2.972
N -1.692 -0.659 -1.694
C -2.347 -1.600 -0.957
C -3.380 -2.354 -1.557
C -3.667 -2.132 -2.921
C -4.063 -3.345 -0.806
C -3.686 -3.560 0.488
C -2.654 -2.820 1.093
C -1.948 -1.820 0.432
N -0.890 -1.039 0.896
C -0.301 -1.037 2.148
C -0.716 -1.725 3.310
C -0.039 -1.628 4.522
C 1.067 -0.822 4.672
C 1.523 -0.059 3.566
C 2.628 0.820 3.669
C 3.048 1.562 2.579
C 2.345 1.405 1.386
N 1.300 0.570 1.270
C 0.863 -0.175 2.322
H -3.153 -1.029 -4.685
H -1.404 0.294 -3.500
H -4.445 -2.710 -3.387
H -4.840 -3.917 -1.272
H -4.176 -4.317 1.078
H -2.421 -3.100 2.100
H -1.590 -2.340 3.319
H -0.411 -2.205 5.349
H 1.591 -0.752 5.602
H 3.128 0.903 4.612
H 3.880 2.235 2.631
H 2.629 1.963 0.491
O 1.118 2.979 -5.746
C 1.987 1.972 -5.604
O 2.826 1.706 -6.414
C 1.941 1.276 -4.292
C 2.741 0.189 -3.884
Cl 3.951 -0.715 -4.646
N 2.390 -0.118 -2.614
N 1.397 0.709 -2.191
C 1.127 1.531 -3.191
C 0.039 2.534 -2.989
O -0.308 3.226 -3.928
O -0.455 2.553 -1.796
C 2.875 -1.105 -1.716
C 1.953 -1.992 -1.177
C 2.383 -2.885 -0.201
C 3.716 -2.887 0.190
C 4.619 -2.005 -0.383
C 4.205 -1.094 -1.342
H 0.604 3.156 -4.925
H 0.897 -1.991 -1.521
H 1.684 -3.570 0.234
H 4.055 -3.586 0.938
H 5.651 -2.017 -0.078
H 4.894 -0.388 -1.777
N -2.028 3.183 4.561
C -2.184 3.220 3.227
C -1.636 2.205 2.403
N -1.755 2.272 1.087
C -2.438 3.310 0.555
C -2.981 4.281 1.394
N -2.855 4.245 2.707
H -1.658 2.364 5.011
H -2.518 3.859 5.121
H -1.106 1.355 2.834
H -2.519 3.368 -0.531
H -3.522 5.112 0.976
```

The LUMO energy (alpha / beta) is -0.12622 / -0.20584 Eh. Its HOMO energy (alpha / beta) is -0.3780 / -0.3722 Eh. The calculation puts the orbital gap (alpha / beta) at 6.850 / 4.526 eV. The total charge is +1. The value obtained for the total energy is -88060.9463 eV. As for the multiplicity: 8. The energy above the lowest of the compared OMol25 structures with the same formula, charge and spin is 15.9 kJ/mol.



Record 2
A 17-piece molecular cluster, C23H80O17 overall at a distorted geometry. Source: the Open Molecules 2025 dataset; level of theory: ωB97M-V/def2-TZVPD.

XYZ file:
```
120
Properties=species:S:1:pos:R:3
C -4.909 -0.601 3.827
C -4.178 0.486 4.477
C -5.004 1.425 5.270
O -3.247 -0.221 5.360
H -4.247 -1.394 3.416
H -5.498 -0.190 2.981
H -5.554 -1.016 4.591
H -3.522 1.010 3.766
H -5.637 0.819 5.935
H -5.562 2.086 4.591
H -4.346 2.024 5.950
H -3.598 -0.244 6.250
C 0.434 -2.766 -5.363
C 0.040 -3.904 -4.434
C -1.226 -3.481 -3.683
O -0.335 -5.160 -4.990
H -0.352 -2.612 -6.134
H 1.451 -2.918 -5.817
H 0.622 -1.891 -4.750
H 0.828 -4.050 -3.710
H -1.397 -4.143 -2.838
H -2.064 -3.369 -4.405
H -1.063 -2.518 -3.230
H 0.394 -5.488 -5.537
C 2.684 1.756 -4.394
C 1.900 0.429 -4.208
C 2.039 -0.289 -2.861
O 0.489 0.690 -4.445
H 3.805 1.693 -4.343
H 2.225 2.426 -3.682
H 2.472 2.111 -5.396
H 2.233 -0.159 -5.043
H 1.715 0.367 -2.010
H 3.092 -0.482 -2.695
H 1.494 -1.235 -2.818
H 0.402 1.050 -5.351
C 0.373 -4.551 1.048
O -0.740 -4.619 1.927
H 1.011 -5.413 1.271
H 0.062 -4.664 0.000
H 0.947 -3.616 1.116
H -0.658 -3.926 2.611
C 3.687 -2.354 0.615
O 4.660 -1.603 1.316
H 3.910 -3.426 0.529
H 2.745 -2.229 1.125
H 3.508 -2.002 -0.385
H 5.460 -1.578 0.817
C 0.951 3.092 -1.023
O 1.744 4.295 -1.398
H 1.408 2.532 -0.212
H 0.031 3.610 -0.775
H 0.681 2.399 -1.773
H 2.661 4.069 -1.472
C -0.820 3.632 2.615
O 0.547 4.035 2.658
H -1.107 3.201 3.563
H -1.386 4.560 2.576
H -0.979 2.940 1.779
H 0.809 4.403 1.835
C -2.635 -3.319 -0.232
O -3.444 -2.719 -1.207
H -1.590 -3.189 -0.459
H -2.891 -2.877 0.718
H -2.815 -4.393 -0.146
H -3.281 -3.052 -2.101
C 4.257 1.163 -0.493
O 3.652 2.178 -1.306
H 4.875 0.506 -1.093
H 4.817 1.598 0.352
H 3.418 0.656 0.014
H 3.167 1.730 -2.030
C -4.431 0.542 -2.633
O -3.634 0.452 -1.427
H -5.516 0.473 -2.420
H -4.170 1.513 -3.087
H -4.155 -0.286 -3.281
H -3.534 -0.492 -1.168
C -1.454 3.527 -3.876
O -1.713 2.455 -4.769
H -1.904 3.358 -2.913
H -0.361 3.693 -3.716
H -1.791 4.465 -4.284
H -1.375 1.648 -4.361
C -0.670 -0.989 3.569
O -1.604 -2.106 3.514
H 0.207 -1.132 2.985
H -1.184 -0.094 3.152
H -0.531 -0.693 4.626
H -2.201 -1.933 4.238
C -3.988 2.236 1.440
O -4.003 3.213 2.446
H -3.698 1.228 1.787
H -4.982 2.265 1.000
H -3.210 2.376 0.670
H -4.085 4.073 2.035
C 5.657 -2.242 -3.280
O 4.635 -1.536 -3.939
H 5.984 -1.590 -2.440
H 5.240 -3.180 -2.886
H 6.530 -2.418 -3.914
H 4.331 -2.030 -4.688
C 2.909 1.192 3.130
O 1.507 1.407 2.884
H 3.140 1.394 4.187
H 3.141 0.139 2.970
H 3.577 1.749 2.460
H 1.285 2.386 3.020
C -0.555 0.162 0.166
O 0.845 0.030 0.547
H -1.123 -0.615 0.670
H -1.035 1.119 0.386
H -0.606 0.015 -0.902
H 1.040 0.573 1.335
C 2.036 2.326 6.608
O 3.305 1.659 6.574
H 2.298 3.378 6.472
H 1.351 1.972 5.888
H 1.678 2.262 7.651
H 3.208 0.750 6.911
```

The LUMO energy is 0.00902 Eh. Its HOMO energy is -0.3625 Eh. The calculation puts the orbital gap at 10.109 eV. The total charge is 0. The value obtained for the total energy is -59948.9533 eV. As for the multiplicity: 1. The energy above the lowest of the compared OMol25 structures with the same formula, charge and spin is 68.5 kJ/mol.



Record 3
A 2-piece molecular cluster, C2H5ClS overall at a distorted geometry. Source: the Open Molecules 2025 dataset; level of theory: ωB97M-V/def2-TZVPD.

XYZ file:
```
9
Properties=species:S:1:pos:R:3
C -0.829 -0.839 1.065
C 0.557 0.143 -0.734
S -0.318 1.503 -1.492
Cl 2.169 0.380 -0.063
H 0.098 -1.087 1.529
H -1.301 0.007 1.382
H -1.197 -1.778 0.642
H 0.339 -0.729 -1.411
H 0.481 2.400 -0.918
```

The LUMO energy (alpha / beta) is 0.01048 / 0.00428 Eh. Its HOMO energy (alpha / beta) is -0.2912 / -0.3024 Eh. The calculation puts the orbital gap (alpha / beta) at 8.209 / 8.345 eV. The total charge is 0. The value obtained for the total energy is -25509.0721 eV. As for the multiplicity: 1. The energy above the lowest of the compared OMol25 structures with the same formula, charge and spin is 307.4 kJ/mol.



Record 4
A 2-piece molecular cluster, C7H12O overall at a distorted geometry. Source: the Open Molecules 2025 dataset; level of theory: ωB97M-V/def2-TZVPD.

XYZ file:
```
20
Properties=species:S:1:pos:R:3
C -1.534 -0.224 2.059
C -0.466 -0.958 2.434
C 2.113 -0.172 -0.054
C 1.154 0.784 0.445
C -0.065 0.941 -0.131
C -0.620 -0.121 -1.173
O -2.045 -0.266 -1.106
C -0.028 0.351 -2.534
H 3.010 -0.370 0.643
H -2.138 -0.564 1.257
H -1.830 0.723 2.461
H 0.507 -0.570 2.784
H -0.604 -2.048 2.121
H 1.792 -0.898 -0.977
H 1.313 1.306 1.412
H -0.855 1.771 0.012
H -0.182 -1.108 -0.898
H 1.011 0.817 -2.404
H 0.159 -0.467 -3.311
H -0.691 1.073 -3.039
```

The LUMO energy is -0.09813 Eh. Its HOMO energy is -0.2799 Eh. The calculation puts the orbital gap at 4.946 eV. The total charge is 0. The value obtained for the total energy is -9493.1882 eV. As for the multiplicity: 1. The energy above the lowest of the compared OMol25 structures with the same formula, charge and spin is 736.2 kJ/mol.



Record 5
The molecule C4H8N2O at a distorted geometry. Source: the Open Molecules 2025 dataset; level of theory: ωB97M-V/def2-TZVPD.

XYZ file:
```
15
Properties=species:S:1:pos:R:3
N 1.037 -1.733 -0.214
C 0.323 -0.568 0.217
C 1.153 0.752 0.135
C 0.045 1.727 -0.142
C -1.141 1.192 -0.322
N -1.102 -0.232 -0.497
O -2.068 -1.016 0.009
H 1.220 -1.790 -1.189
H 0.359 -2.547 -0.137
H 0.100 -0.826 1.198
H 1.839 0.598 -0.728
H 1.817 0.949 0.940
H 0.304 2.790 0.113
H -2.012 1.832 -0.365
H -1.874 -1.129 0.983
```

As for the SMILES: N[C@H]1CC=CN1O. The LUMO energy is 0.03381 Eh. Its HOMO energy is -0.3055 Eh. The calculation puts the orbital gap at 9.232 eV. The total charge is 0. The value obtained for the total energy is -9302.2703 eV. As for the multiplicity: 1. The energy above the lowest of the compared OMol25 structures with the same formula, charge and spin is 397.8 kJ/mol.



Record 6
C25H25N5O2PSSr as an isolated structure at a distorted geometry. Source: the Open Molecules 2025 dataset; level of theory: ωB97M-V/def2-TZVPD.

XYZ file:
```
60
Properties=species:S:1:pos:R:3
Sr 0.488 1.254 1.335
C -5.262 -0.123 2.296
C -4.863 0.889 3.362
N -3.506 0.681 3.852
C -2.405 1.014 3.088
S -0.941 0.126 3.530
N -2.670 1.882 2.131
N -1.613 2.423 1.395
C -1.937 2.728 0.192
C -3.288 2.427 -0.368
C -0.859 3.357 -0.684
C -1.177 4.073 -1.827
C -0.152 4.603 -2.598
C 1.161 4.408 -2.219
C 1.404 3.691 -1.057
N 0.421 3.189 -0.315
H -6.243 0.118 1.875
H -5.320 -1.133 2.709
H -4.530 -0.131 1.487
H -5.529 0.846 4.228
H -4.920 1.897 2.962
H -3.345 -0.188 4.335
H -3.416 1.341 -0.362
H -3.409 2.793 -1.385
H -4.061 2.849 0.277
H -2.209 4.222 -2.108
H -0.386 5.167 -3.493
H 1.988 4.795 -2.798
H 2.409 3.505 -0.692
O -2.469 -1.029 -0.194
C -1.255 -0.929 -0.154
O -0.552 0.153 -0.318
C -0.355 -2.154 0.115
P 1.399 -1.574 0.283
C 1.895 -1.107 -1.419
C 3.057 -0.345 -1.535
C 3.500 0.088 -2.780
C 2.777 -0.229 -3.922
C 1.610 -0.978 -3.813
C 1.172 -1.410 -2.569
C 2.363 -3.124 0.512
C 2.609 -3.534 1.823
C 3.308 -4.705 2.089
C 3.787 -5.479 1.042
C 3.561 -5.077 -0.269
C 2.852 -3.911 -0.529
H -0.508 -2.908 -0.659
H -0.654 -2.588 1.072
H 3.609 -0.059 -0.645
H 4.401 0.686 -2.847
H 3.115 0.116 -4.892
H 1.032 -1.216 -4.698
H 0.248 -1.971 -2.499
H 2.257 -2.921 2.646
H 3.487 -5.003 3.115
H 4.341 -6.387 1.245
H 3.938 -5.672 -1.091
H 2.687 -3.603 -1.555
N 4.028 2.248 1.545
C 2.928 1.922 1.754
```

The LUMO energy is 0.09332 Eh. Its HOMO energy is -0.1845 Eh. The calculation puts the orbital gap at 7.560 eV. The total charge is -1. The value obtained for the total energy is -58840.9596 eV. As for the multiplicity: 1. The energy above the lowest of the compared OMol25 structures with the same formula, charge and spin is 81.5 kJ/mol.



Record 7
A 3-piece molecular cluster, C5H14NS2 overall at a distorted geometry. Source: the Open Molecules 2025 dataset; level of theory: ωB97M-V/def2-TZVPD.

XYZ file:
```
22
Properties=species:S:1:pos:R:3
N -1.478 2.455 1.151
C 4.261 -0.714 1.076
C 4.251 0.269 0.172
S 0.819 0.923 -0.397
S 0.651 -0.846 0.228
C -0.843 -1.455 -0.604
C -2.186 -0.828 -0.149
C -2.990 -0.439 -1.388
H -0.820 2.152 0.436
H -1.679 3.444 1.063
H -0.936 2.332 2.002
H 3.382 -1.324 1.261
H 5.160 -1.130 1.515
H 3.395 0.358 -0.482
H 4.873 1.138 0.370
H -0.887 -2.541 -0.476
H -0.606 -1.271 -1.644
H -1.992 0.085 0.406
H -2.686 -1.503 0.539
H -3.981 -0.097 -1.098
H -2.481 0.307 -1.991
H -3.226 -1.315 -1.989
```

The LUMO energy is -0.30113 Eh. Its HOMO energy is -0.4746 Eh. The calculation puts the orbital gap at 4.721 eV. The total charge is +1. The value obtained for the total energy is -28562.2538 eV. As for the multiplicity: 1. The energy above the lowest of the compared OMol25 structures with the same formula, charge and spin is 441.7 kJ/mol.



Record 8
The molecule C2HN3OS2 at a distorted geometry. Source: the Open Molecules 2025 dataset; level of theory: ωB97M-V/def2-TZVPD.

XYZ file:
```
9
Properties=species:S:1:pos:R:3
S 2.644 1.236 0.695
C 1.187 0.661 0.137
N 1.095 -0.446 -0.703
N 0.002 -1.116 -0.763
C -1.125 -0.636 -0.164
S -2.573 -1.223 -0.756
N -0.967 0.366 0.679
O 0.103 1.076 0.812
H -3.232 -0.605 0.160
```

As for the SMILES: S=c1nnc(S)no1. The LUMO energy is -0.07879 Eh. Its HOMO energy is -0.3394 Eh. The calculation puts the orbital gap at 7.090 eV. The total charge is 0. The value obtained for the total energy is -30273.2002 eV. As for the multiplicity: 1. The energy above the lowest of the compared OMol25 structures with the same formula, charge and spin is 240.3 kJ/mol.